7
Properties=species:S:1:pos:R:3 method="wB97M-V/def2-TZVPD" total_charge=-1 fmax_ha_per_bohr=0.16125 total_energy_ha=-569.491819 homo_energy_ha=-0.116 orbital_gap_ev=6.62
C 0.499 -0.356 -0.482
C 0.158 0.783 -0.136
O 1.274 -1.277 -1.045
H 1.814 -1.798 -0.327
Al -1.674 2.475 1.100
O -0.670 1.649 0.357
F -1.402 -1.476 0.534

85
Properties=species:S:1:pos:R:3 method="wB97M-V/def2-TZVPD" fmax_ha_per_bohr=0.02873 total_energy_ha=-2276.068691 homo_energy_ha=-0.316 orbital_gap_ev=8.08
I 0.207 -5.913 2.175
C -0.271 -3.851 2.073
C 0.683 -2.909 2.051
C 0.303 -1.527 2.051
C -0.993 -1.097 2.085
C -2.005 -2.082 2.085
N -3.332 -1.881 2.153
S -3.981 -3.342 2.164
N -2.693 -4.284 2.106
C -1.638 -3.444 2.075
H 1.728 -3.172 2.064
H 1.090 -0.786 2.035
H -1.250 -0.053 2.128
C 1.698 2.524 0.472
C 0.303 2.077 0.865
O 0.290 1.590 2.211
H 2.403 1.696 0.569
H 1.719 2.885 -0.557
H 2.049 3.321 1.127
H -0.037 1.263 0.223
H -0.406 2.906 0.778
H 0.580 2.306 2.784
C -0.100 -1.282 -2.149
C 1.168 -2.042 -1.809
O 2.173 -1.173 -1.294
H 0.110 -0.508 -2.890
H -0.865 -1.952 -2.544
H -0.500 -0.785 -1.261
H 1.578 -2.514 -2.700
H 0.958 -2.818 -1.065
H 1.818 -0.765 -0.498
C 4.058 6.059 3.161
C 4.171 4.615 3.612
O 4.218 3.742 2.484
H 3.179 6.197 2.549
H 4.000 6.736 4.015
H 4.921 6.340 2.552
H 3.301 4.324 4.201
H 5.065 4.465 4.227
H 4.985 3.982 1.957
C -2.131 5.644 1.029
C -1.033 6.441 0.351
O -0.155 5.597 -0.394
H -1.701 4.896 1.698
H -2.789 6.294 1.608
H -2.733 5.111 0.290
H -0.424 6.955 1.095
H -1.464 7.191 -0.320
H -0.682 5.146 -1.060
C -6.470 -3.229 -2.119
C -5.193 -4.004 -1.853
O -4.132 -3.139 -1.441
H -6.302 -2.475 -2.888
H -7.271 -3.893 -2.446
H -6.798 -2.708 -1.217
H -4.858 -4.507 -2.759
H -5.360 -4.762 -1.079
H -4.421 -2.702 -0.633
C 1.565 10.285 1.099
C 2.706 9.286 1.145
O 2.324 8.086 1.816
H 1.232 10.529 2.109
H 1.868 11.205 0.597
H 0.707 9.867 0.566
H 3.552 9.697 1.693
H 3.039 9.039 0.132
H 1.584 7.707 1.332
C -1.638 -5.436 -3.767
C -1.261 -5.779 -2.337
O -1.506 -4.695 -1.450
H -1.081 -4.562 -4.108
H -1.429 -6.270 -4.439
H -2.700 -5.192 -3.840
H -0.197 -6.004 -2.272
H -1.820 -6.658 -1.995
H -2.445 -4.478 -1.477
C 1.605 -8.548 -1.547
C 2.533 -8.975 -2.668
O 2.197 -8.334 -3.897
H 0.570 -8.781 -1.801
H 1.859 -9.053 -0.613
H 1.663 -7.469 -1.385
H 2.459 -10.047 -2.841
H 3.573 -8.740 -2.415
H 2.272 -7.385 -3.762

36
Properties=species:S:1:pos:R:3 method="wB97M-V/def2-TZVPD" fmax_ha_per_bohr=0.03871 total_energy_ha=-1090.176267 smiles="CCOP(=O)(OCC)OCC.c1cc[nH]c1" homo_energy_ha=-0.309 orbital_gap_ev=9.19 relative_energy_kcal_mol=0.0
C 0.845 1.427 1.447
C -0.528 0.811 1.716
O -1.490 1.435 0.894
P -1.835 0.897 -0.569
O -0.710 0.885 -1.516
O -2.489 -0.531 -0.265
C -1.764 -1.726 -0.555
C -2.082 -2.806 0.481
O -3.096 1.816 -0.871
C -3.132 2.513 -2.122
C -4.525 2.509 -2.722
H 0.819 2.509 1.618
H 1.670 1.055 2.053
H 1.050 1.394 0.374
H -0.500 -0.282 1.706
H -0.748 1.016 2.769
H -2.108 -2.067 -1.537
H -0.680 -1.677 -0.680
H -2.137 -3.775 -0.026
H -1.240 -2.953 1.157
H -3.061 -2.655 0.929
H -2.756 3.535 -2.088
H -2.512 1.960 -2.835
H -5.215 2.976 -2.001
H -4.616 3.209 -3.550
H -4.898 1.506 -2.910
N 4.398 -0.204 0.852
C 4.573 -0.944 1.990
C 5.018 -2.178 1.703
C 5.144 -2.232 0.273
C 4.779 -1.014 -0.209
H 4.020 0.720 0.828
H 4.264 -0.509 2.931
H 5.298 -2.942 2.408
H 5.467 -2.979 -0.435
H 4.776 -0.700 -1.239

240
Properties=species:S:1:pos:R:3 method="wB97M-V/def2-TZVPD" total_charge=+4 fmax_ha_per_bohr=0.17596 total_energy_ha=-4885.935908 homo_energy_ha=-0.419 orbital_gap_ev=6.23 relative_energy_kcal_mol=203.3
C 4.695 -1.886 -5.209
C 4.050 -2.151 -6.577
C 2.703 -1.401 -6.628
C 2.968 0.081 -6.787
N 1.726 1.010 -6.443
C 2.065 2.555 -6.479
C 1.640 3.068 -7.842
C 1.037 1.837 -8.638
C 0.647 0.915 -7.488
C 1.106 0.681 -5.154
C 1.849 0.803 -3.811
C 0.875 0.525 -2.656
H 3.921 -2.044 -4.425
H 5.065 -0.901 -4.976
H 5.486 -2.616 -5.076
H 3.882 -3.253 -6.699
H 4.676 -1.688 -7.359
H 2.086 -1.570 -5.774
H 2.076 -1.744 -7.462
H 3.305 0.371 -7.809
H 3.663 0.463 -5.983
H 1.499 2.989 -5.643
H 3.114 2.579 -6.189
H 0.934 3.912 -7.756
H 2.546 3.436 -8.278
H 0.231 2.150 -9.277
H 1.795 1.399 -9.340
H -0.272 1.241 -7.083
H 0.519 -0.141 -7.666
H 0.704 -0.388 -5.207
H 0.171 1.252 -5.193
H 2.243 1.802 -3.628
H 2.709 0.081 -3.849
H 0.141 -0.269 -3.008
H 0.219 1.336 -2.332
H 1.414 0.020 -1.889
C 1.883 -8.507 0.809
C 3.255 -7.743 0.718
C 3.064 -6.332 0.253
C 4.296 -5.471 0.349
N 4.202 -3.952 0.152
C 4.107 -3.579 -1.307
C 5.607 -3.656 -1.794
C 6.494 -3.473 -0.577
C 5.549 -3.337 0.589
C 3.111 -3.188 0.926
C 3.231 -3.263 2.412
C 1.907 -2.650 2.962
H 0.994 -7.955 1.092
H 1.941 -9.385 1.458
H 1.577 -8.821 -0.228
H 3.926 -8.359 0.100
H 3.886 -7.761 1.614
H 2.183 -5.895 0.823
H 2.625 -6.210 -0.744
H 4.987 -5.774 -0.455
H 4.818 -5.648 1.291
H 3.654 -2.510 -1.367
H 3.374 -4.121 -1.843
H 5.911 -2.999 -2.610
H 5.771 -4.661 -2.242
H 7.006 -2.533 -0.635
H 7.135 -4.311 -0.426
H 5.281 -2.312 0.741
H 5.948 -3.861 1.490
H 2.145 -3.493 0.496
H 3.282 -2.130 0.608
H 4.069 -2.624 2.653
H 3.393 -4.265 2.730
H 1.066 -3.181 2.508
H 1.784 -1.594 2.595
H 1.820 -2.807 3.995
C 12.464 -2.685 11.243
C 10.920 -2.841 11.324
C 10.119 -2.009 10.231
C 8.657 -2.225 10.432
N 7.678 -1.319 9.718
C 7.807 -1.475 8.131
C 6.612 -2.276 7.750
C 5.518 -1.723 8.686
C 6.205 -1.663 10.031
C 8.020 0.026 10.147
C 7.105 1.194 9.749
C 7.668 2.352 10.561
H 12.842 -3.015 12.198
H 12.603 -1.601 11.177
H 13.112 -3.216 10.515
H 10.449 -2.580 12.296
H 10.725 -3.929 11.274
H 10.246 -2.369 9.193
H 10.405 -0.978 10.236
H 8.435 -2.110 11.493
H 8.370 -3.247 10.088
H 7.773 -0.428 7.717
H 8.736 -1.999 7.937
H 6.438 -2.186 6.705
H 6.774 -3.339 7.966
H 5.108 -0.786 8.294
H 4.728 -2.430 8.715
H 5.715 -0.963 10.707
H 6.302 -2.680 10.526
H 8.955 0.282 9.772
H 8.152 -0.018 11.273
H 6.073 1.119 9.945
H 7.222 1.440 8.702
H 6.937 3.110 10.551
H 8.563 2.782 10.079
H 7.943 1.923 11.568
C -0.733 1.976 1.457
C -1.237 3.243 2.114
C -0.427 3.481 3.366
C 0.924 3.964 2.769
N 1.838 4.459 3.782
C 3.065 4.972 3.041
C 4.238 4.856 4.052
C 3.714 3.785 5.058
C 2.347 3.340 4.687
C 1.226 5.616 4.627
C 0.522 6.765 4.030
C -0.181 7.617 5.161
H 0.077 2.144 0.722
H -1.508 1.369 0.904
H -0.345 1.376 2.231
H -2.334 3.077 2.220
H -1.156 4.066 1.464
H -0.381 2.517 3.870
H -0.661 4.304 4.004
H 0.827 4.826 2.047
H 1.483 3.145 2.233
H 2.817 5.974 2.721
H 3.236 4.315 2.197
H 4.334 5.819 4.550
H 5.164 4.492 3.676
H 3.781 4.133 6.072
H 4.425 2.907 4.945
H 1.616 3.252 5.463
H 2.358 2.459 4.089
H 2.039 5.956 5.239
H 0.644 5.092 5.312
H -0.179 6.407 3.256
H 1.340 7.378 3.506
H -0.516 8.532 4.624
H 0.555 7.998 5.890
H -1.017 7.042 5.579
C -0.092 5.395 -1.813
C -1.363 6.164 -1.241
C -2.516 6.037 -2.307
C -3.880 6.579 -1.817
N -5.200 5.935 -2.333
C -6.166 7.020 -2.580
C -5.830 7.574 -3.945
C -4.938 6.541 -4.635
C -4.941 5.307 -3.729
C -5.701 4.930 -1.352
C -6.720 3.884 -1.655
C -6.017 2.504 -1.739
H 0.275 5.953 -2.706
H -0.315 4.387 -2.118
H 0.687 5.378 -1.052
H -1.008 7.177 -1.086
H -1.708 5.800 -0.257
H -2.684 4.933 -2.474
H -2.155 6.485 -3.208
H -3.950 7.641 -2.033
H -4.003 6.461 -0.732
H -7.109 6.492 -2.497
H -6.116 7.705 -1.764
H -6.780 7.749 -4.418
H -5.405 8.546 -3.854
H -5.295 6.189 -5.582
H -3.944 6.974 -4.748
H -5.861 4.674 -3.908
H -4.022 4.664 -3.740
H -6.044 5.511 -0.427
H -4.737 4.453 -1.111
H -7.416 4.018 -2.545
H -7.415 4.044 -0.825
H -5.450 2.451 -0.847
H -5.349 2.464 -2.653
H -6.691 1.652 -1.698
C -7.480 -7.029 -2.356
C -8.167 -6.754 -3.542
C -9.462 -6.215 -3.766
C -9.955 -5.482 -4.976
N -11.426 -5.220 -4.917
C -12.225 -6.590 -4.961
C -13.056 -6.643 -6.216
C -12.180 -5.830 -7.217
C -11.694 -4.672 -6.389
C -11.746 -4.204 -3.870
C -13.216 -4.040 -3.531
C -13.464 -3.542 -2.124
H -6.417 -7.334 -2.271
H -8.125 -7.444 -1.567
H -7.609 -5.922 -2.061
H -7.071 -7.192 -4.230
H -7.846 -6.812 -4.882
H -9.759 -5.687 -2.817
H -9.898 -7.393 -3.700
H -9.697 -5.999 -5.901
H -9.483 -4.484 -4.974
H -12.855 -6.569 -4.030
H -11.601 -7.486 -4.959
H -14.066 -6.103 -6.077
H -13.189 -7.647 -6.528
H -12.648 -5.440 -8.125
H -11.360 -6.466 -7.519
H -12.425 -3.907 -6.308
H -10.743 -4.237 -6.766
H -11.293 -3.316 -4.299
H -11.223 -4.402 -2.981
H -13.842 -5.029 -3.528
H -13.557 -3.287 -4.299
H -13.112 -2.538 -1.885
H -13.059 -4.262 -1.407
H -14.508 -3.507 -1.877
N 4.406 0.063 1.953
S 4.844 0.497 3.402
O 5.739 -0.423 3.934
O 3.738 0.831 4.209
F 5.646 1.807 3.032
S 3.423 0.692 0.897
O 3.392 -0.026 -0.330
O 3.500 2.120 0.868
F 1.993 0.423 1.586
C -2.394 2.670 -4.916
O -2.149 1.297 -5.264
O -2.654 2.901 -3.681
C -1.245 3.537 -5.343
F -0.731 3.230 -6.588
F -1.760 4.793 -5.495
F -0.278 3.566 -4.456
C -3.152 0.420 -4.843
C -3.220 0.146 -3.328
H -4.139 0.442 -2.836
H -3.041 -0.943 -3.119
H -2.414 0.637 -2.778
H -2.875 -0.472 -5.324
H -4.123 0.789 -5.160
H -3.237 3.136 -5.552